1.
A molecular structure, C29H78N7O10Zr in a non-equilibrium geometry. Source: OMol25; level of theory: wB97M-V/def2-TZVPD.

Output
* LUMO level: -13.24 eV
* energy relative to the best compared isomer or geometry (same formula, charge and spin): 71.2 kcal per mole
* gap between HOMO and LUMO: 1.54 eV

Geometry as ORCA input:
```
! RIJCOSX wB97M-V def2-TZVPD def2/J DEFGRID3
* xyz 3 1
Zr 2.54 -3.68 0.22
O -0.90 -1.43 -0.35
C 0.14 -2.24 -0.18
O 1.00 -2.55 -1.02
O 0.48 -2.81 0.83
H -0.74 -1.19 -1.27
C 5.81 -2.82 -1.89
C 4.36 -2.47 -2.17
C 4.18 -2.13 -3.69
O 2.79 -1.65 -3.72
C 2.62 -0.92 -4.95
N 3.49 -3.61 -1.89
H 5.92 -3.42 -0.99
H 6.39 -1.90 -1.90
H 6.24 -3.49 -2.64
H 4.15 -1.53 -1.67
H 4.34 -2.98 -4.36
H 4.89 -1.33 -3.90
H 1.63 -0.48 -5.06
H 2.82 -1.52 -5.84
H 3.32 -0.08 -5.00
H 2.82 -3.47 -2.63
H 3.94 -4.41 -2.31
C -1.27 4.06 5.03
C -2.28 3.04 4.43
C -1.59 1.82 3.78
O -0.67 2.14 2.68
C 0.01 0.94 2.28
N -3.20 2.53 5.46
H -0.78 4.50 4.16
H -0.56 3.44 5.57
H -1.66 4.84 5.69
H -2.80 3.63 3.67
H -2.38 1.19 3.38
H -1.11 1.26 4.58
H 0.52 1.16 1.34
H -0.69 0.11 2.14
H 0.82 0.65 2.95
H -3.78 1.77 5.14
H -3.87 3.22 5.77
C -2.06 -2.38 -3.60
C -1.38 -1.05 -3.95
C -2.46 0.07 -4.17
O -3.38 -0.35 -5.12
C -4.32 0.66 -5.42
N -0.35 -0.70 -2.97
H -2.82 -2.51 -4.37
H -2.46 -2.38 -2.59
H -1.36 -3.22 -3.58
H -0.90 -1.17 -4.92
H -1.92 0.96 -4.47
H -3.00 0.33 -3.26
H -3.91 1.52 -5.94
H -4.83 1.05 -4.54
H -5.10 0.14 -5.97
H -0.06 0.24 -3.19
H 0.47 -1.28 -3.08
C -4.51 -2.82 0.39
C -4.20 -1.71 1.44
C -3.17 -2.19 2.53
O -3.06 -1.15 3.54
C -2.16 -1.43 4.56
N -3.54 -0.66 0.72
H -4.95 -3.60 1.01
H -3.60 -3.20 -0.08
H -5.18 -2.59 -0.44
H -5.06 -1.24 1.90
H -2.17 -2.33 2.13
H -3.48 -3.11 3.02
H -2.22 -0.68 5.36
H -1.11 -1.41 4.30
H -2.29 -2.41 5.01
H -3.11 -0.13 1.47
H -2.73 -1.01 0.22
C 1.75 -2.69 4.10
C 2.67 -3.82 3.66
C 2.87 -4.85 4.81
O 1.67 -5.57 5.05
C 1.83 -6.60 6.02
N 2.30 -4.42 2.39
H 0.72 -3.03 4.18
H 1.63 -1.90 3.35
H 2.12 -2.22 5.01
H 3.69 -3.46 3.57
H 3.13 -4.32 5.72
H 3.61 -5.58 4.49
H 0.91 -7.10 6.32
H 2.32 -6.17 6.89
H 2.53 -7.31 5.58
H 1.45 -4.89 2.68
H 2.92 -5.21 2.37
C -0.72 6.36 1.25
C -0.87 5.63 -0.04
C -1.52 4.25 0.20
O -1.37 3.36 -0.88
C -1.91 2.09 -0.55
N -1.52 6.42 -1.06
H -0.50 7.42 1.12
H 0.03 5.97 1.94
H -1.65 6.40 1.82
H 0.13 5.40 -0.41
H -2.53 4.32 0.58
H -0.91 3.81 1.00
H -2.98 2.11 -0.33
H -1.48 1.64 0.34
H -1.69 1.39 -1.35
H -2.47 6.60 -0.78
H -1.45 6.10 -2.01
C 2.00 1.35 -1.67
C 1.53 2.62 -2.42
C 2.61 3.29 -3.32
O 2.04 4.25 -4.22
C 2.86 5.12 -4.89
N 0.40 2.29 -3.25
H 2.75 1.59 -0.92
H 2.38 0.57 -2.33
H 1.26 0.80 -1.08
H 1.04 3.41 -1.85
H 3.20 2.57 -3.88
H 3.35 3.80 -2.69
H 3.84 4.73 -5.17
H 3.09 6.03 -4.33
H 2.36 5.47 -5.79
H -0.44 2.61 -2.79
H 0.45 2.93 -4.02
*
```


2.
9 unconnected molecules or ions with the total composition C29H79BN3O14P2S in a non-equilibrium geometry. Source: OMol25; level of theory: wB97M-V/def2-TZVPD.

Output
* LUMO level: 1.76 eV
* energy relative to the best compared isomer or geometry (same formula, charge and spin): 41.5 kcal per mole
* gap between HOMO and LUMO: 6.11 eV

Geometry as ORCA input:
```
! RIJCOSX wB97M-V def2-TZVPD def2/J DEFGRID3
* xyz -1 1
C -1.15 -5.69 0.60
C -1.77 -4.25 0.49
C -0.75 -3.10 0.13
C -0.80 -1.99 1.26
P -0.87 -2.43 -1.63
C 0.99 -2.71 -2.03
C 1.98 -1.68 -1.36
C 2.29 -0.44 -2.30
C 2.06 0.95 -1.63
N 2.98 1.25 -0.50
O -1.09 -4.15 -2.20
C -1.13 -4.16 -3.53
N -0.83 -4.01 -4.64
O -0.69 -0.75 -1.19
C -1.59 -0.10 -2.10
C -2.98 -0.89 -1.86
B -3.77 -0.19 -0.63
O -5.18 -0.40 -0.48
N -3.11 0.64 0.40
C -3.68 0.42 1.75
C -3.22 2.11 0.11
P -4.17 -0.87 -3.30
O -5.50 -1.86 -3.06
O -4.79 0.68 -3.43
S -3.40 -1.42 -5.00
O -2.62 -2.27 -1.70
H -1.74 -6.23 1.39
H -0.09 -5.71 0.93
H -1.33 -6.28 -0.34
H -2.18 -4.00 1.51
H -2.66 -4.31 -0.19
H 0.28 -3.56 0.22
H -1.74 -1.41 1.13
H 0.12 -1.37 1.26
H -0.86 -2.47 2.27
H -0.95 -2.06 -3.03
H 1.15 -2.62 -3.14
H 1.26 -3.78 -1.79
H 1.70 -1.37 -0.33
H 2.96 -2.21 -1.26
H 1.62 -0.53 -3.20
H 3.33 -0.47 -2.71
H 1.01 1.13 -1.28
H 2.26 1.72 -2.42
H 2.46 1.21 0.39
H 3.18 2.25 -0.58
H -1.25 0.04 -3.15
H -1.56 0.95 -1.71
H -5.24 -1.28 -0.07
H -3.01 0.91 2.50
H -3.66 -0.68 1.99
H -4.71 0.85 1.85
H -4.02 2.31 -0.63
H -3.51 2.60 1.07
H -2.22 2.54 -0.15
H -5.16 -2.75 -3.29
H -5.31 0.71 -4.25
C 6.99 2.12 -3.45
C 5.69 1.38 -3.24
O 4.61 2.29 -3.11
H 7.19 2.80 -2.62
H 7.83 1.42 -3.54
H 6.95 2.73 -4.35
H 5.73 0.79 -2.32
H 5.48 0.70 -4.07
H 4.56 2.81 -3.92
C -1.87 6.50 3.01
C -1.76 5.12 2.38
O -2.78 4.95 1.40
H -2.85 6.64 3.47
H -1.10 6.64 3.77
H -1.75 7.27 2.25
H -1.90 4.34 3.14
H -0.79 4.98 1.91
H -2.65 5.63 0.73
C -3.46 8.36 -1.62
C -3.31 8.82 -0.18
O -2.05 8.41 0.35
H -3.37 7.27 -1.68
H -4.42 8.66 -2.03
H -2.66 8.78 -2.24
H -4.09 8.38 0.44
H -3.38 9.91 -0.11
H -1.36 8.80 -0.20
C 9.73 1.05 -0.19
C 10.14 0.75 -1.62
O 9.95 1.89 -2.45
H 8.69 1.37 -0.15
H 9.86 0.18 0.45
H 10.33 1.87 0.21
H 9.52 -0.06 -2.03
H 11.19 0.44 -1.67
H 10.50 2.60 -2.09
C 1.06 10.68 2.33
C 1.37 10.17 0.93
O 0.37 10.62 0.01
H 0.08 10.34 2.65
H 1.81 10.34 3.04
H 1.04 11.78 2.34
H 1.37 9.08 0.92
H 2.35 10.52 0.59
H 0.38 11.58 0.02
C -2.20 -8.49 5.06
C -1.67 -7.54 4.00
O -2.74 -6.95 3.28
H -2.81 -9.27 4.60
H -1.39 -8.95 5.62
H -2.85 -7.96 5.76
H -1.04 -8.07 3.29
H -1.07 -6.74 4.46
H -3.29 -6.47 3.91
C -5.28 -6.36 8.92
C -5.01 -6.48 7.43
O -4.61 -7.81 7.11
H -4.39 -6.62 9.49
H -5.59 -5.34 9.18
H -6.07 -7.05 9.23
H -4.21 -5.81 7.13
H -5.91 -6.24 6.86
H -5.32 -8.41 7.37
C 2.53 -5.65 -5.53
C 3.80 -4.95 -5.08
O 3.73 -4.72 -3.68
H 1.65 -5.05 -5.29
H 2.54 -5.85 -6.61
H 2.41 -6.61 -5.00
H 3.92 -3.99 -5.58
H 4.68 -5.57 -5.30
H 3.62 -5.57 -3.25
*
```